Molecular formula: C6H13NO
Method: DFT, ωB97M-V/def2-TZVPD

**E_HOMO**: -7.7 eV
**Orbital gap**: 0.217 Eh
**Energy above the lowest of the compared OMol25 structures with the same formula, charge and spin**: 586.12 kJ/mol

Geometry as XYZ:
```
21
Properties=species:S:1:pos:R:3:forces:R:3
C 1.6095 0.0997 1.6926 -0.365 -1.130 -0.955
C 2.7884 -0.4033 0.8044 0.579 2.061 1.328
C 0.5713 0.9302 0.9107 2.225 0.751 -1.238
N -0.4884 1.3739 1.5217 -1.192 -0.909 0.354
C -1.1802 -1.1264 -0.1528 -1.731 -1.294 -3.561
C -2.1214 -0.5346 -1.0547 1.333 -1.845 -1.719
C -1.7592 0.3982 -2.1837 -0.415 1.927 1.179
O 0.8725 1.0652 -0.3269 -0.972 -0.302 0.430
H 0.9640 -0.7469 1.9561 0.292 -0.390 0.253
H 2.0378 0.4026 2.6577 -0.507 0.673 -0.370
H 3.3855 0.4887 0.4766 -0.478 -0.673 0.336
H 2.5970 -0.9261 -0.1132 -0.520 -0.543 -0.063
H 3.4051 -0.9380 1.5284 0.319 -0.491 -0.528
H -1.1183 1.7421 0.8047 0.217 0.600 0.036
H -1.6747 -0.0138 0.0345 0.482 1.118 1.848
H -1.5493 -1.9453 0.4591 -0.013 0.712 0.499
H -0.1968 -1.2119 -0.6140 0.524 1.168 1.182
H -3.1434 -0.9005 -1.1044 -0.179 0.498 1.116
H -1.2712 1.2982 -1.7379 0.233 -0.637 -0.044
H -1.0651 0.0892 -2.9547 0.063 -0.622 0.096
H -2.6630 0.8587 -2.6043 0.105 -0.673 -0.178
```
Positions in Å, forces in eV/Å.

How is the electron density shared among the atoms? According to Löwdin, the charges in e are: C -0.189; C -0.127; C -0.726; N 0.052; C 0.089; C -0.110; C -0.054; O -0.127; H 0.083; H 0.103; H 0.081; H 0.045; H 0.056; H 0.006; H 0.148; H 0.124; H 0.128; H 0.139; H 0.095; H 0.098; H 0.086